No. 1
# C4H7NO2

A single C4H7NO2 molecule (ωB97M-V/def2-TZVPD, OMol25).

## Properties
- highest occupied orbital energy (eV) = -9.816
- frontier orbital gap (eV) = 10.7
- SMILES = C[C@@]1(C(N)=O)CO1
- calculated total energy (eV) = -9846.04411
- relative energy (zero: lowest compared OMol25 entry of this formula, charge and spin) (kcal/mol) = 28.5

Each line ends with the Mulliken charge.
Cartesian coordinates (Å):
C -1.19271 0.51882 -0.95917  -1.387
C -0.31206 -0.09825 0.09782  1.315
C -0.86285 -0.81575 1.24054  -0.626
O -0.29391 -1.52184 0.13391  -0.500
C 1.03365 0.58156 0.27973  0.120
O 1.15049 1.58297 0.96183  -0.608
N 2.04185 0.01931 -0.43636  -0.355
H -2.16728 0.02230 -0.97412  0.410
H -1.33017 1.58559 -0.76117  0.320
H -0.72965 0.40480 -1.94565  0.287
H -0.29477 -0.86759 2.16810  0.270
H -1.94472 -0.89682 1.34305  0.269
H 2.97494 0.38307 -0.31150  0.248
H 1.92719 -0.89815 -0.83702  0.236

***

No. 2
# C4H7NO2

A 2-piece molecular cluster, C4H7NO2 overall (ωB97M-V/def2-TZVPD, OMol25).

## Properties
- highest occupied orbital energy (eV) = -10.076
- frontier orbital gap (eV) = 11.0
- SMILES = C1C2CN12.O=CO
- calculated total energy (eV) = -9844.21619
- relative energy (zero: lowest compared OMol25 entry of this formula, charge and spin) (kcal/mol) = 70.6

Each line ends with the Mulliken charge.
Cartesian coordinates (Å):
O 0.16776 0.03962 -2.52435  -0.410
C -0.93119 -0.22218 0.74480  -0.109
C -0.32479 -1.53743 0.99458  -0.309
N 0.50282 -0.42644 0.50929  -0.296
C 0.04918 0.56555 1.50061  -0.339
C 0.82508 0.87409 -1.70397  0.260
O 0.36144 1.90869 -1.28581  -0.537
H -0.68363 0.47195 -2.70914  0.336
H -1.60787 0.09422 -0.04069  0.167
H -0.18155 -1.89236 2.01837  0.197
H -0.45346 -2.31360 0.24133  0.248
H 0.21420 0.35888 2.56104  0.206
H 0.23706 1.58771 1.17400  0.232
H 1.82494 0.49130 -1.48005  0.354

***

No. 3
# C4H7NO2

A single C4H7NO2 molecule (ωB97M-V/def2-TZVPD, OMol25).

## Properties
- highest occupied orbital energy (eV) = -9.091
- frontier orbital gap (eV) = 9.9
- SMILES = O[C@@H]1CN=COC1
- calculated total energy (eV) = -9844.05960
- relative energy (zero: lowest compared OMol25 entry of this formula, charge and spin) (kcal/mol) = 74.3

Each line ends with the Mulliken charge.
Cartesian coordinates (Å):
O 0.57958 -1.44534 0.78636  -0.537
C 0.55186 -0.66980 -0.40852  -0.315
C -0.90284 -0.61367 -0.92173  -0.354
O -1.74449 0.19301 -0.09002  -0.361
C -1.11252 1.11128 0.67382  0.068
N 0.10913 1.46051 0.67334  -0.478
C 1.09962 0.70450 -0.04081  -0.231
H 0.32957 -0.84481 1.50558  0.415
H 1.14736 -1.21166 -1.14540  0.411
H -0.97530 -0.25007 -1.95390  0.302
H -1.32924 -1.62162 -0.87015  0.289
H -1.81808 1.55370 1.38326  0.387
H 2.05234 1.15437 -0.32024  0.279
H 2.01300 0.47960 0.72842  0.123

***

No. 4
# C4H7NO2

A single C4H7NO2 molecule (ωB97M-V/def2-TZVPD, OMol25).

## Properties
- highest occupied orbital energy (eV) = -9.786
- frontier orbital gap (eV) = 10.3
- SMILES = NC(=O)CCC=O
- calculated total energy (eV) = -9845.37838
- relative energy (zero: lowest compared OMol25 entry of this formula, charge and spin) (kcal/mol) = 43.8

Each line ends with the Mulliken charge.
Cartesian coordinates (Å):
O -3.23596 0.54248 -0.12124  -0.486
C -2.15833 0.58143 -0.70207  -0.076
C -0.95911 -0.08832 -0.05482  -0.424
C 0.32874 0.59235 -0.43020  -0.464
C 1.54013 0.08847 0.36680  0.345
N 1.34475 -1.17389 1.06502  -0.553
O 2.65276 0.50489 0.16850  -0.524
H -2.09215 0.76320 -1.76352  0.354
H -0.92633 -1.03629 -0.42843  0.325
H -1.07341 -0.11456 0.99148  0.343
H 0.24302 1.65314 -0.33033  0.361
H 0.59023 0.36045 -1.50026  0.238
H 1.56980 -0.89141 1.94800  0.245
H 2.17586 -1.78193 0.79107  0.316

***

No. 5
# C4H7NO2

A single C4H7NO2 molecule (ωB97M-V/def2-TZVPD, OMol25).

## Properties
- highest occupied orbital energy (eV) = -9.228
- frontier orbital gap (eV) = 9.3
- SMILES = C/C=C(\C)ON=O
- calculated total energy (eV) = -9841.94180
- relative energy (zero: lowest compared OMol25 entry of this formula, charge and spin) (kcal/mol) = 123.1

Each line ends with the Mulliken charge.
Cartesian coordinates (Å):
C -0.03094 0.14004 1.08825  -0.181
C 0.51586 -0.53785 0.02043  0.512
C -1.48801 0.27886 1.59844  -0.993
C -0.23040 -1.24734 -1.13452  -0.993
N 2.47281 0.37364 0.50146  0.108
O 3.70559 0.45151 0.65019  -0.412
O 1.92694 -0.73280 -0.02140  -0.165
H 0.75747 0.74470 1.58986  0.427
H -1.57993 1.34514 1.71105  0.320
H -1.42673 -0.35461 2.45725  0.299
H -2.05777 -0.24302 0.84851  0.241
H 0.08165 -2.29907 -1.33824  0.293
H 0.10918 -0.69247 -1.97517  0.282
H -1.29643 -1.15874 -0.85647  0.262

***

No. 6
# C4H7NO2

A 2-piece molecular cluster, C4H7NO2 overall (ωB97M-V/def2-TZVPD, OMol25).

## Properties
- highest occupied orbital energy (eV) = -8.053
- frontier orbital gap (eV) = 8.7
- calculated total energy (eV) = -9843.27658
- relative energy (zero: lowest compared OMol25 entry of this formula, charge and spin) (kcal/mol) = 92.3

Each line ends with the Mulliken charge.
Cartesian coordinates (Å):
C -2.08329 -0.78544 0.43086  0.839
C 0.55150 -0.63842 -0.92453  -0.380
C 0.09476 -0.10853 0.33095  0.057
C 1.15392 0.42349 1.25149  -1.222
N -0.03121 0.73852 -0.93214  -0.311
O -2.38945 -0.34735 -0.63420  -0.603
O -2.23767 -1.48602 1.34208  -0.421
H 1.53778 -0.64426 -1.44981  0.328
H -0.14647 -1.22221 -1.50697  0.214
H 0.66812 1.34317 1.44255  0.286
H 2.12620 0.39120 0.70866  0.268
H 1.44094 -0.07581 2.21667  0.294
H 0.38017 1.74085 -1.13477  0.312
H -1.06531 0.67083 -1.14085  0.338

***

No. 7
# C4H7NO2

C4H7NO2 as an isolated structure (ωB97M-V/def2-TZVPD, OMol25).

## Properties
- highest occupied orbital energy (eV) = -7.104
- frontier orbital gap (eV) = 7.1
- calculated total energy (eV) = -9842.59304
- relative energy (zero: lowest compared OMol25 entry of this formula, charge and spin) (kcal/mol) = 108.1

Each line ends with the Mulliken charge.
Cartesian coordinates (Å):
N 1.75457 0.79594 1.57060  -0.375
C 0.69516 0.33263 0.92861  0.608
O -0.47456 0.80198 1.08405  -0.416
C 0.47071 -0.81310 0.01224  -0.630
C -1.00603 -0.36774 0.02542  -0.015
C -1.42287 0.11220 -1.65494  -0.339
O -1.24585 -0.91575 -2.39132  -0.720
H 1.64158 1.55155 2.23389  0.258
H 2.68505 0.47108 1.35556  0.221
H 0.76300 -1.76536 0.47187  0.322
H 0.86690 -0.75446 -1.00407  0.311
H -1.60066 -0.98222 0.72299  0.325
H -0.68518 0.96434 -1.76672  0.160
H -2.44181 0.56892 -1.58817  0.290

***

No. 8
# C4H7NO2

A single C4H7NO2 molecule (ωB97M-V/def2-TZVPD, OMol25).

## Properties
- highest occupied orbital energy (spin up / spin down) (eV) = -9.831 / -8.631
- frontier orbital gap (spin up / spin down) (eV) = 8.9 / 7.1
- calculated total energy (eV) = -9841.43715
- relative energy (zero: lowest compared OMol25 entry of this formula, charge and spin) (kcal/mol) = 134.7

Each line ends with the Mulliken charge.
Cartesian coordinates (Å):
N 1.58849 0.16610 1.98473  -0.548
C 0.88186 0.74326 0.82718  0.662
O -0.02128 1.66132 1.03472  -0.536
C 0.36678 -0.23734 -0.16294  -0.812
C -1.06253 -0.34345 -0.36611  0.211
C -1.69482 -0.37760 -1.71591  -0.361
O -1.47893 -1.57995 -1.00685  -0.415
H 2.49400 0.59835 2.16237  0.246
H 1.67708 -0.84891 1.96035  0.229
H 1.01931 -0.68693 -0.91780  0.354
H 1.71649 1.12786 0.13216  0.115
H -1.67597 0.03336 0.45997  0.373
H -1.07964 -0.22728 -2.60902  0.236
H -2.73086 -0.02879 -1.78286  0.247

***

Q: calculated total energy of number 1 (C4H7NO2)?
A: -9846.04411 eV

***

Q: Look up the calculated total energy of the seventh one.
A: -9842.59304 eV